{
  "formula": "C27H49NP2Pb",
  "method": "ωB97M-V with the def2-TZVPD basis set",
  "symbols": ["P", "P", "C", "C", "H", "H", "H", "H", "C", "H", "H", "H", "C", "H", "H", "H", "C", "H", "H", "H", "C", "H", "H", "H", "Pb", "C", "C", "C", "C", "C", "C", "C", "C", "C", "H", "H", "H", "H", "H", "H", "H", "H", "H", "H", "H", "H", "H", "H", "H", "C", "C", "C", "C", "C", "C", "C", "C", "N", "C", "C", "C", "C", "H", "H", "H", "H", "H", "H", "H", "H", "H", "H", "H", "H", "H", "H", "H", "H", "H", "H"],
  "coordinates": [[-0.7531, 6.0658, -0.4145], [-2.7823, 3.9446, -3.2486], [-1.4315, 6.3415, -2.0806], [-2.7478, 5.6153, -2.4789], [-0.6500, 6.2427, -2.8478], [-1.6660, 7.4125, -2.0507], [-3.4523, 5.6197, -1.6300], [-3.2041, 6.2468, -3.2617], [-2.2653, 4.2882, -4.9543], [-2.0533, 3.3397, -5.4629], [-1.3672, 4.9215, -4.9850], [-3.0931, 4.8060, -5.4514], [-4.5423, 3.5774, -3.3558], [-4.9329, 4.0297, -4.2758], [-5.0770, 4.0030, -2.4971], [-4.7022, 2.4930, -3.3851], [0.7428, 7.0220, -0.2709], [1.4278, 6.5541, 0.4441], [0.4672, 8.0229, 0.0847], [1.2413, 7.1059, -1.2446], [-1.9590, 6.6284, 0.7880], [-2.9551, 6.2116, 0.5928], [-2.0196, 7.7230, 0.7394], [-1.6350, 6.3333, 1.7940], [-0.3957, -0.5622, 0.9263], [-1.8209, 2.4552, -2.7973], [-0.5002, 2.6206, -3.4304], [0.3238, 3.6989, -2.9675], [1.3536, 3.4156, -1.8032], [0.9286, 4.0225, -0.5686], [-0.4276, 4.3308, -0.1075], [-1.6937, 3.4121, -0.3720], [-1.5754, 2.1876, -1.2777], [1.2494, -1.2838, 2.2273], [-2.4381, 1.6325, -3.2118], [-0.2125, 1.9933, -4.2685], [-0.3967, 4.4040, -2.5278], [0.8409, 4.2151, -3.7983], [1.5666, 2.3344, -1.7370], [2.3083, 3.8902, -2.1011], [1.7203, 4.3140, 0.1212], [-0.3528, 4.3858, 1.0013], [-2.5731, 4.0342, -0.6454], [-1.9853, 3.0180, 0.6197], [-0.5964, 1.7108, -1.1317], [-2.3151, 1.4396, -0.9418], [0.9358, -2.2131, 2.7229], [1.3829, -0.4973, 2.9844], [2.1859, -1.4400, 1.6860], [-0.8470, -6.5976, 1.0397], [-1.0613, -5.4478, 0.0995], [-2.0448, -5.5337, -0.8902], [-2.2785, -4.4798, -1.7842], [-3.3383, -4.5983, -2.8367], [-1.4983, -3.3322, -1.6868], [-0.4830, -3.2320, -0.7168], [-0.2874, -4.2914, 0.1924], [0.2702, -2.0537, -0.6220], [1.4884, -1.8523, -1.4248], [2.5786, -2.8177, -0.9640], [1.1968, -2.0942, -2.9040], [1.9438, -0.4089, -1.2284], [-1.7190, -6.7346, 1.6910], [-0.7040, -7.5414, 0.4982], [0.0271, -6.4292, 1.6742], [-2.6545, -6.4389, -0.9646], [-3.1853, -5.4847, -3.4651], [-4.3326, -4.6934, -2.3840], [-3.3395, -3.7164, -3.4837], [-1.6670, -2.4804, -2.3563], [0.4795, -4.1802, 0.9677], [2.7860, -2.7143, 0.1078], [2.2903, -3.8560, -1.1663], [3.5000, -2.6023, -1.5207], [0.3812, -1.4474, -3.2500], [2.0969, -1.8651, -3.4886], [0.9267, -3.1404, -3.0863], [1.1854, 0.2990, -1.5953], [2.8544, -0.2413, -1.8195], [2.1796, -0.1785, -0.1780]],
  "forces_ev_per_a": [[-0.34, -1.34, -0.98], [0.34, 0.52, -0.47], [-0.36, 0.78, -0.27], [-0.26, 0.89, 0.15], [-0.18, -0.09, 0.42], [-0.13, 0.07, -0.23], [0.21, -0.05, -0.35], [-0.01, -0.10, 0.25], [-0.35, 0.08, -0.07], [0.03, 0.28, 0.23], [-0.21, -0.35, 0.11], [0.09, 0.11, -0.03], [-0.70, 0.37, -0.16], [-0.19, -0.17, 0.24], [0.06, -0.19, -0.17], [0.08, 0.28, 0.00], [0.07, 0.70, 0.14], [-0.21, -0.05, -0.23], [0.10, 0.01, -0.09], [-0.12, -0.15, 0.35], [-0.44, 1.20, 0.11], [0.31, 0.01, 0.03], [-0.23, -0.14, 0.27], [-0.02, 0.01, -0.27], [-0.08, -0.75, -0.94], [3.09, -1.60, 0.79], [-1.30, -2.07, -1.72], [0.93, 0.19, 0.65], [0.44, 0.22, -1.95], [0.30, 0.44, 1.91], [0.21, -1.11, 0.96], [-0.29, 0.18, 1.21], [-1.28, 0.25, 0.17], [0.40, 0.47, 0.77], [0.33, 0.36, -0.07], [-0.26, 0.20, -0.12], [0.43, 0.23, -0.09], [0.02, 0.07, 0.17], [-0.19, 0.11, -0.42], [-0.05, -0.31, -0.01], [-0.21, -0.23, 0.17], [-0.10, 0.01, -0.21], [0.39, -0.39, 0.05], [0.22, 0.15, -0.25], [-0.27, 0.34, -0.37], [0.05, 0.27, 0.11], [0.08, 0.17, -0.12], [0.24, -0.36, 0.08], [-0.22, -0.03, 0.15], [-0.05, -0.25, 0.23], [-0.15, 0.08, -0.28], [0.04, 0.17, -0.04], [0.33, -0.18, 0.31], [-0.29, -0.05, -0.18], [0.02, -0.20, 0.17], [-0.04, 0.18, -0.06], [-0.19, 0.22, -0.31], [-0.24, 0.94, 0.40], [-0.74, -0.35, 0.55], [0.48, -0.01, -0.18], [0.22, 0.12, -0.26], [0.09, 0.06, -0.21], [0.14, 0.01, -0.05], [0.01, 0.20, 0.08], [-0.10, -0.05, -0.06], [0.18, 0.21, 0.02], [0.00, 0.16, 0.11], [0.11, 0.03, -0.09], [-0.04, -0.13, 0.05], [0.12, -0.36, 0.25], [-0.23, -0.09, -0.34], [-0.08, 0.00, -0.24], [0.02, 0.15, 0.06], [0.00, -0.19, 0.11], [0.17, -0.09, 0.07], [-0.15, -0.07, -0.04], [0.01, 0.16, 0.02], [0.10, -0.19, 0.01], [-0.16, 0.14, 0.21], [0.02, -0.11, -0.22]],
  "multiplicity": 1,
  "homo_ev": -4.3,
  "homo_lumo_gap_ev": 4.315,
  "total_charge": 0
}